[1]
Formula: CH3GdLiO
Source: the Open Molecules 2025 dataset
Level of theory: the ωB97M-V functional and the def2-TZVPD basis

- Total charge: +2
- Electronic energy: -887.53276 Eh
- 2S+1: 9
- Energy above the lowest of the compared OMol25 structures with the same formula, charge and spin: 1.868 eV
- Highest occupied orbital energy (spin up / spin down): -0.5278 / -0.5358 hartree
- Maximum force: 2.45 eV/Å

Cartesian coordinates (Å):
O: 0.425 -1.157 0.893
C: -0.330 -2.003 1.549
H: 0.106 -3.001 1.670
H: -1.081 -1.607 2.240
Li: 1.667 -1.325 -0.506
Gd: 0.756 3.054 0.734
H: 0.532 0.086 0.741

[2]
Formula: CH3I2N
Source: the Open Molecules 2025 dataset
Level of theory: the ωB97M-V functional and the def2-TZVPD basis

- Total charge: 0
- Electronic energy: -689.92839 Eh
- Energy above the lowest of the compared OMol25 structures with the same formula, charge and spin: 1.952 eV
- Highest occupied orbital energy (spin up / spin down): -0.3460 / -0.3399 hartree
- Maximum force: 1.94 eV/Å

Cartesian coordinates (Å):
C: -0.600 -0.172 0.496
N: -0.092 -0.054 -0.811
I: 1.897 2.308 -0.618
I: 0.796 -1.616 -1.636
H: 0.238 0.129 1.121
H: -1.363 0.670 0.714
H: -0.875 -1.265 0.735